Entry 1:
{
  "formula": "C28H23F6N2O",
  "method": "ωB97M-V/def2-TZVPD",
  "elements": ["H", "F", "C", "C", "H", "H", "O", "C", "H", "C", "C", "C", "N", "H", "H", "C", "H", "C", "N", "C", "H", "F", "C", "H", "H", "C", "F", "C", "H", "H", "F", "H", "C", "C", "H", "C", "C", "F", "C", "C", "H", "C", "C", "C", "H", "H", "H", "H", "H", "C", "H", "H", "F", "C", "C", "H", "C", "C", "C", "C"],
  "xyz": [[-5.2066, 1.2375, -1.4600], [-5.1140, 1.8530, 1.0582], [-3.7289, 0.3225, -2.7378], [-2.5865, 1.2786, 2.3254], [5.7082, 0.3152, 2.1331], [3.7817, 3.8986, 0.7572], [1.2465, -0.0012, -2.4313], [4.8005, 0.8594, 1.8941], [3.4893, 0.2399, -1.2560], [-0.4416, 1.3644, 0.5351], [0.0927, -2.4780, -2.4188], [-0.2435, 0.9011, 1.8476], [-0.9132, -3.0854, -1.7545], [-3.6127, 1.2116, -3.3570], [1.1572, -0.5846, 2.5828], [-4.7228, -0.7759, -0.8334], [-1.2486, 0.2325, 3.6323], [-2.2399, -3.1406, -2.4180], [3.1072, -0.6991, -1.2990], [1.2985, -2.2713, -1.7501], [-2.2015, -0.8147, -3.7914], [6.3440, 3.1864, -0.1798], [1.0719, 0.4897, 2.5072], [-2.0213, -3.2273, -3.4874], [2.6892, -3.4266, -0.4676], [-2.7249, 1.9207, 1.1067], [-4.0939, 3.2038, -0.3755], [6.2089, 2.7342, 1.1024], [0.7870, -4.7129, 0.5990], [-2.7443, -4.0283, -2.0334], [7.2518, 1.8856, 1.3544], [-0.1326, -2.1262, -3.4329], [3.5630, 0.3001, 2.1518], [4.8611, 2.1252, 1.3456], [0.3552, 1.3061, -0.2191], [2.3842, 1.0295, 1.9680], [1.8948, -0.9000, -1.8937], [-4.1488, 3.6965, 1.7664], [-3.0664, -1.9238, -2.1596], [3.7093, 2.8796, 1.1270], [-1.5738, -4.0746, -0.0086], [-4.0112, 2.6659, 0.8783], [0.6184, -3.9394, -0.1571], [-4.6211, 0.3397, -1.6627], [1.5549, 2.8766, 1.2224], [0.9872, 0.7816, 3.5825], [-3.4265, 1.2134, 3.0048], [3.5200, -0.7232, 2.5158], [3.7098, -1.4508, -0.9885], [-2.9482, -0.8077, -2.9889], [-5.3564, -0.7397, 0.0494], [-4.0651, -2.8056, -0.4654], [6.4024, 3.8292, 1.9003], [-1.3646, 0.7361, 2.6693], [-3.9850, -1.9242, -1.1058], [-1.8160, 2.4210, -0.7666], [2.4708, 2.3127, 1.4197], [-1.6718, 1.9490, 0.1960], [-0.7027, -3.6651, -0.5333], [1.6686, -3.2707, -0.7995]],
  "forces_ev_per_angstrom": [[0.173, -0.357, -0.061], [0.953, 0.809, -0.238], [0.121, -0.024, 0.014], [0.029, -0.390, 0.066], [-0.109, 0.059, -0.182], [-0.011, -0.189, -0.046], [0.519, -1.332, 0.714], [-0.111, -0.283, -0.181], [-0.203, -0.206, -0.104], [0.089, 0.189, 0.307], [-0.670, 0.295, 0.870], [-0.100, -0.665, -0.074], [0.928, -0.466, 0.282], [-0.087, -0.264, 0.081], [-0.092, -0.562, -0.241], [-0.067, -0.019, 0.073], [-0.012, 0.291, -0.207], [-0.291, -0.106, -0.075], [-0.365, -0.168, -0.214], [0.257, -1.097, 0.383], [-0.416, 0.112, 0.177], [-0.073, -0.490, 0.776], [0.121, 0.348, 0.135], [-0.146, -0.270, 0.229], [-0.084, 0.227, 0.011], [0.024, 0.411, -0.192], [-0.055, -0.460, 1.011], [1.026, 0.981, -0.010], [0.012, 0.613, -0.084], [0.100, -0.015, -0.288], [-1.006, 0.630, -0.347], [0.132, 0.341, 0.722], [-0.423, -0.120, 0.113], [0.394, 0.303, 0.257], [-0.276, 0.292, 0.454], [-0.086, 0.130, -0.002], [1.211, 1.190, -0.788], [0.026, -0.859, -0.781], [-0.527, 0.280, 0.013], [-0.108, -0.375, -0.081], [0.404, 0.287, -0.332], [-0.630, 0.424, -0.126], [-0.646, -0.218, -0.327], [0.255, -0.085, -0.135], [0.400, -0.092, 0.234], [0.145, 0.079, -0.751], [-0.001, 0.008, 0.001], [-0.091, 0.153, 0.191], [-0.309, 0.230, -0.087], [0.098, 0.178, 0.283], [-0.028, -0.043, -0.256], [-0.104, 0.240, -0.147], [-0.133, -0.771, -0.498], [0.060, 0.389, 0.201], [0.409, 0.266, 0.057], [0.071, -0.081, -0.031], [0.001, 0.214, -0.029], [-0.018, -0.454, 0.213], [0.632, -0.764, -0.857], [-1.312, 1.257, -0.097]],
  "mulliken_charge": [0.57, -0.25, -0.69, -1.15, 0.47, 0.43, -0.61, -0.81, 0.23, -0.03, 0.14, 0.39, 0.36, 0.43, 0.45, -0.48, 0.44, -1.97, -0.26, -0.20, 0.25, -0.26, -1.12, 0.53, 0.48, 0.37, -0.27, 0.80, 0.44, 0.57, -0.28, 0.44, -0.70, 0.46, 0.65, 0.84, 0.57, -0.25, 1.53, -1.24, 0.43, 0.78, -0.70, -0.58, 0.45, 0.51, 0.47, 0.39, 0.17, -0.39, 0.42, 0.32, -0.25, -0.94, -0.58, 0.55, -0.17, -0.70, 0.04, -0.49],
  "total_charge": 1,
  "e_above_lowest_kcal_mol": 0.0,
  "energy_ev": -50736.5748
}


Entry 2:
{
  "formula": "C4H8OSSi",
  "method": "ωB97M-V/def2-TZVPD",
  "elements": ["H", "H", "S", "H", "H", "H", "C", "C", "H", "Si", "H", "C", "H", "C", "O"],
  "xyz": [[-0.5658, 1.5138, 0.3292], [2.4330, 1.7540, -1.3845], [2.5177, 0.4276, -0.8306], [0.6822, 1.0037, 1.4058], [-1.0190, 0.9166, 1.9432], [1.2710, -1.6149, -2.6065], [-0.5849, -0.7591, 0.8133], [-0.2945, 0.7855, 1.1240], [-1.7119, -2.4508, 1.6565], [0.7474, -0.4477, -1.9065], [-1.6458, -0.8909, 2.5640], [-1.4052, -1.4312, 1.6920], [0.0798, 0.3154, -2.9557], [-0.2645, -1.2474, -0.5378], [-0.3610, -2.4186, -0.8610]],
  "forces_ev_per_angstrom": [[0.022, -0.803, 0.145], [0.057, -1.890, 0.786], [-0.884, 1.734, -1.558], [1.687, 0.093, 0.640], [0.626, 0.718, -0.092], [0.162, -0.128, -0.066], [-1.730, 1.536, 1.043], [-2.966, -1.818, -0.363], [-0.117, -0.526, -0.555], [1.508, 0.294, 0.206], [-0.456, 0.390, 1.025], [2.375, 1.194, -1.851], [-0.181, 0.690, 0.114], [0.663, -0.910, 0.187], [-0.765, -0.574, 0.339]],
  "mulliken_charge": [0.31, 0.16, -0.37, 0.35, 0.35, -0.11, 0.85, -1.24, 0.33, 0.42, 0.29, -0.97, -0.13, 0.23, -0.48],
  "e_above_lowest_kcal_mol": 49.4,
  "energy_ev": -25036.4227,
  "smiles": "C=C(C)C(=O)[SiH2]S"
}


Entry 3:
{
  "formula": "C3H4FI",
  "method": "ωB97M-V/def2-TZVPD",
  "elements": ["I", "H", "C", "H", "C", "C", "H", "H", "F"],
  "xyz": [[-2.7595, -0.3454, 0.2792], [0.1861, 1.7330, 0.3243], [0.7714, 0.8940, 0.4358], [-1.0192, -0.1219, -1.6568], [0.3334, -0.5602, 0.2179], [-0.9369, -0.6018, -0.7086], [1.1682, -1.2290, -0.2114], [0.2041, -0.8961, 1.2569], [2.0522, 1.1273, 0.0628]],
  "forces_ev_per_angstrom": [[0.221, -0.156, -0.101], [-1.505, 1.658, -0.130], [1.851, -2.913, -0.931], [0.592, 0.140, -0.603], [0.062, 0.245, -0.731], [0.764, 0.076, 2.511], [-1.071, 1.393, 0.484], [-0.772, -0.634, -0.554], [-0.144, 0.191, 0.055]],
  "mulliken_charge": [0.05, 0.41, -0.28, 0.43, -0.26, -0.69, 0.29, 0.28, -0.25],
  "e_above_lowest_kcal_mol": 66.2,
  "energy_ev": -13989.8945
}


Entry 4:
{
  "formula": "C21H23N3O3S",
  "method": "ωB97M-V/def2-TZVPD",
  "elements": ["C", "H", "C", "H", "H", "H", "H", "C", "H", "C", "N", "H", "C", "H", "H", "C", "H", "N", "C", "O", "N", "C", "C", "C", "H", "C", "O", "H", "C", "H", "O", "H", "C", "C", "H", "C", "C", "C", "C", "H", "C", "H", "C", "S", "H", "C", "H", "H", "H", "H", "H"],
  "xyz": [[5.4864, 0.1594, -0.0032], [3.9182, 0.2262, 2.4986], [-2.2871, 0.9139, -0.8365], [4.2049, -1.8204, 1.5167], [-8.2858, -0.5300, 0.3952], [-0.3825, -1.3120, -1.5814], [-0.2608, 2.2276, -2.6806], [-4.5297, 0.3679, 0.2668], [-0.7601, -1.6438, 0.8783], [-7.2357, -0.2797, 0.3609], [3.4507, 1.2790, 0.8046], [5.3727, 1.8845, 1.3303], [4.3944, -0.8380, -0.3799], [6.0969, -0.2683, 0.7938], [4.8688, 2.2281, -0.3361], [2.5185, 1.9370, 0.0790], [-7.1534, -0.2590, -1.7778], [-2.4179, 0.8607, 1.4197], [-5.1785, 0.2120, 1.4913], [2.8253, 2.7811, -0.7504], [-1.0575, 1.1996, -0.3137], [-5.2557, 0.1938, -0.9108], [3.5845, -1.1791, 0.8820], [2.3886, -2.0358, 0.4958], [-1.1900, -2.8506, -1.2634], [3.2461, 0.1226, 1.6410], [1.2197, -1.4017, 0.6012], [-2.4684, 0.8831, -1.8897], [-6.5208, -0.1092, 1.5356], [3.7394, -0.3950, -1.1340], [2.5013, -3.1795, 0.1390], [-4.7693, 0.3107, -1.8675], [0.2102, 1.4802, -0.7560], [0.0381, -2.1715, 0.3515], [0.4276, 0.6005, -2.6901], [-3.1180, 0.7076, 0.2463], [-0.2661, -2.2946, -1.1328], [1.0852, 1.6097, 0.2753], [-1.2047, 1.1529, 1.0504], [-7.0145, -0.2270, 2.4893], [-6.5987, -0.1272, -0.8599], [4.8229, -1.7491, -0.7965], [0.4822, 1.5811, -2.2151], [0.2875, 1.4730, 1.8457], [0.5399, -2.8238, -1.6353], [4.8461, 1.4815, 0.4593], [0.1745, -3.1663, 0.7872], [2.2273, 0.0881, 2.0150], [1.4676, 2.0063, -2.3756], [-4.6061, 0.3502, 2.3948], [6.1358, 0.3437, -0.8584]],
  "forces_ev_per_angstrom": [[-0.178, -0.056, -0.090], [-0.081, -0.012, -0.022], [-0.672, -0.154, -0.103], [-0.082, 0.022, -0.067], [-0.076, -0.019, 0.003], [-0.066, 0.102, -0.061], [-0.037, 0.045, -0.074], [-0.517, -0.119, -0.010], [0.100, -0.039, -0.027], [-0.081, -0.020, 0.025], [0.169, 0.140, 0.134], [-0.014, 0.015, -0.055], [0.202, -0.123, 0.151], [0.068, -0.036, -0.009], [0.055, -0.124, 0.188], [-0.108, 0.216, -0.108], [-0.036, -0.009, -0.063], [0.104, 0.031, 0.383], [0.153, 0.038, -0.117], [-0.009, 0.096, -0.170], [-0.117, -0.028, 0.778], [0.078, 0.018, 0.174], [-0.121, -0.006, -0.121], [0.314, -0.056, 0.174], [-0.120, -0.045, -0.045], [-0.135, -0.375, 0.179], [0.063, 0.246, 0.064], [-0.021, -0.007, -0.229], [-0.111, -0.029, -0.003], [-0.028, -0.035, -0.060], [0.001, -0.139, -0.083], [0.050, 0.012, -0.115], [0.926, 0.123, -0.010], [-0.381, -0.411, -0.177], [-0.065, -0.053, -0.035], [0.783, 0.177, -0.349], [0.267, 0.074, 0.303], [-0.722, 0.066, 0.019], [-0.075, -0.052, -0.197], [-0.029, -0.006, 0.073], [-0.071, -0.017, -0.095], [-0.073, 0.010, -0.035], [0.025, -0.018, 0.037], [0.133, 0.132, -0.104], [0.011, -0.051, -0.059], [0.328, 0.340, -0.135], [-0.053, 0.169, 0.000], [0.199, -0.041, 0.023], [-0.043, -0.010, -0.027], [0.022, 0.006, 0.094], [0.069, 0.010, 0.055]],
  "mulliken_charge": [-0.63, 0.37, -0.49, 0.51, 0.39, 0.01, 0.42, 0.33, 0.39, -0.40, 0.07, 0.32, -1.09, 0.35, 0.45, 0.56, 0.38, -0.55, -0.37, -0.70, 0.43, -0.45, 0.67, -0.07, 0.41, -0.99, -0.17, 0.45, -0.57, 0.33, -0.62, 0.28, -0.53, -0.52, 0.26, 0.55, -0.96, 1.40, 0.20, 0.38, -0.69, 0.50, -1.75, -0.26, 0.39, -0.98, 0.46, 0.25, 0.44, 0.46, 0.41],
  "e_above_lowest_kcal_mol": 13.0,
  "energy_ev": -43599.4930,
  "smiles": "CCOC(=O)[C@H]1CCCN(C(=O)c2sc3nc(-c4ccccc4)cn3c2C)C1"
}


Entry 5:
{
  "formula": "C2H3NO3",
  "method": "ωB97M-V/def2-TZVPD",
  "elements": ["O", "C", "O", "H", "C", "O", "N", "H", "H"],
  "xyz": [[-0.3992, -0.1662, -0.0372], [-1.7063, -0.8022, -0.0258], [-2.6166, 1.3073, -0.0445], [-1.6936, -1.8168, -0.0463], [-0.0523, 1.0729, 0.0416], [-3.8843, -0.4857, 0.0892], [-2.7814, 0.0476, -0.0357], [1.1103, 1.2642, 0.0823], [-0.8859, 1.7850, 0.2188]],
  "forces_ev_per_angstrom": [[-1.104, -0.003, -0.085], [2.189, 5.460, -0.181], [-0.252, -1.194, -0.281], [-0.038, -2.397, -0.101], [0.748, -0.947, 0.630], [-0.096, 0.183, -0.462], [0.130, -0.286, 1.116], [-2.572, -0.591, -0.226], [0.995, -0.224, -0.409]],
  "mulliken_charge": [-0.20, -0.31, -0.71, 0.46, -0.05, -0.63, 0.87, 0.25, 0.32],
  "e_above_lowest_kcal_mol": 175.7,
  "energy_ev": -9748.4712
}


Entry 6:
{
  "formula": "C2HFIO2",
  "method": "ωB97M-V/def2-TZVPD",
  "elements": ["C", "O", "O", "H", "F", "I", "C"],
  "xyz": [[1.0305, -0.0427, -0.8400], [3.1660, -1.5516, 0.0138], [2.0137, -2.4722, 1.8142], [1.3159, -0.0009, 0.2344], [0.0451, 0.9505, -0.9714], [0.1537, -2.0261, -1.0009], [2.5774, -2.0312, 0.8804]],
  "forces_ev_per_angstrom": [[1.642, 1.193, -0.450], [0.798, -0.250, -0.057], [0.812, 0.244, -0.814], [-0.527, -0.063, -0.002], [-0.708, -0.035, 0.224], [-1.119, -0.851, -0.183], [-0.897, -0.238, 1.282]],
  "mulliken_charge": [-0.33, -0.34, -0.46, -0.06, -0.23, -0.28, 0.71],
  "total_charge": -1,
  "e_above_lowest_kcal_mol": 31.6,
  "energy_ev": -17003.0812
}